Version A
# C7H10N

The ion C7H10N with charge +1 (ωB97M-V/def2-TZVPD, the OMol25 dataset).

Positions of all 18 atoms, in Å:
1 N 1.88958 0.32473 -1.43857
2 C 1.04317 -0.77834 -1.12718
3 C -1.28328 0.34840 -0.76555
4 C 0.04370 -0.20898 -0.19572
5 C 0.43032 0.79849 0.79053
6 C -1.30413 -0.77792 0.32471
7 C -1.29620 -0.26288 1.77964
8 C -0.27465 0.63115 1.98494
9 H -1.81005 0.04157 -1.73603
10 H -1.57189 1.28960 -0.42721
11 H 0.66364 -1.43731 -1.81190
12 H -1.67855 -1.68743 0.05919
13 H 2.75406 0.30005 -0.96688
14 H 1.95220 0.62717 -2.31319
15 H -0.35758 1.33311 2.91279
16 H -1.88373 -0.62446 2.66613
17 H 1.14612 1.46296 0.63587
18 H 1.53727 -1.37989 -0.37157

Properties
**2S+1**: 1
**Charge**: +1

Version B
# C7H10N

The ion C7H10N with charge +1 (ωB97M-V/def2-TZVPD, the OMol25 dataset).

Positions of all 18 atoms, in Å:
1 N 0.88369 -0.05789 0.22746
2 C 0.25955 0.90108 -0.72077
3 C 0.33378 -0.71726 -0.89702
4 C -2.06106 -0.64087 0.43359
5 C -1.12670 1.31757 -0.52988
6 C -1.14023 -1.26900 -0.63331
7 C -2.02547 0.73375 0.35858
8 C 2.37950 -0.03226 0.37492
9 H 2.96408 0.00828 -0.50356
10 H -2.80311 -1.02727 1.12630
11 H -1.53897 -1.08370 -1.57561
12 H 1.04886 1.35529 -1.33878
13 H -1.36323 2.11340 -1.09285
14 H 2.61298 -0.89061 0.85383
15 H 0.63264 -0.29708 1.20370
16 H -1.05010 -2.31805 -0.55400
17 H 2.82810 0.89247 0.76722
18 H -2.82473 1.24946 0.84878

Properties
**2S+1**: 1
**Charge**: +1

What are the relative energies? In hartree: version A 0.0000; version B 0.0693.

Version A
# C4H10N2

An isolated molecule of C4H10N2 (ωB97M-V/def2-TZVPD, the OMol25 dataset).

Positions of all 16 atoms, in Å:
1 N 1.17944 1.26805 1.44193
2 N -1.20905 -1.07568 0.86714
3 C 0.11064 0.36390 -0.74829
4 C -0.28680 -1.99481 -1.24400
5 C -0.49835 -0.96773 -0.44902
6 C 0.27312 1.56525 0.34478
7 H 0.20766 2.49925 -0.32387
8 H -0.64766 0.93213 -1.35162
9 H -0.65217 -0.56139 1.53070
10 H 0.91698 0.35540 -1.39354
11 H -1.06389 -2.84154 -1.47643
12 H 0.56042 -1.82932 -1.90092
13 H -0.78452 1.56408 0.71514
14 H 1.91919 0.57367 1.24705
15 H 1.47141 2.21800 1.87108
16 H -1.49643 -2.06928 0.86987

Properties
**2S+1**: 1
**SMILES**: C=C(N)CCN

Version B
# C4H10N2

An isolated molecule of C4H10N2 (ωB97M-V/def2-TZVPD, the OMol25 dataset).

Positions of all 16 atoms, in Å:
1 N 0.82466 0.47784 -1.21366
2 N -0.75523 -0.48244 1.26642
3 C 0.53820 0.34935 1.19334
4 C 0.47511 1.26043 0.01827
5 C -0.25942 -0.40463 -1.26371
6 C -0.74013 -1.18417 -0.04596
7 H -1.88497 -1.49915 -0.26762
8 H -1.78005 -0.16632 1.51323
9 H 1.75374 -0.14011 -1.25699
10 H -0.08935 -2.17018 -0.14398
11 H -0.57885 1.77046 0.17737
12 H 0.67195 0.90939 2.03927
13 H 1.49141 -0.27992 1.66471
14 H -0.54293 -0.89306 -2.30968
15 H 1.40147 2.03181 0.09446
16 H -1.01098 0.34334 -1.29169

Properties
**2S+1**: 1
**SMILES**: C1CNCCN1

Version C
# C4H10N2

An isolated molecule of C4H10N2 (ωB97M-V/def2-TZVPD, the OMol25 dataset).

Positions of all 16 atoms, in Å:
1 N -0.16361 2.80107 0.62837
2 N -1.38552 -1.58417 -0.57302
3 C 0.78479 -0.64545 -0.61852
4 C 0.08037 -1.98264 -0.36691
5 C 0.52611 1.57458 0.31912
6 C 0.27295 0.26541 0.52698
7 H 0.22317 -2.17498 0.80339
8 H -1.07591 2.83862 1.03703
9 H -1.53853 -0.63406 -0.58264
10 H 0.57890 3.36249 0.88336
11 H -2.15187 -1.78019 0.25038
12 H 0.52513 -0.24462 -1.63058
13 H 1.95533 -0.69958 -0.57333
14 H 0.45153 -2.82064 -0.99761
15 H 1.41181 1.76888 -0.33851
16 H -0.49466 -0.04474 1.23250

Properties
**2S+1**: 1
**SMILES**: N/C=C/CCN

What are the relative energies? In hartree: version A 0.0000; version B 0.0673; version C 0.0031.

Version A
# C4H10N2

A cluster of 2 separate species, C4H10N2 in total (ωB97M-V/def2-TZVPD, the OMol25 dataset).

Positions of all 16 atoms, in Å:
1 N 0.81886 2.83554 -0.22272
2 N -1.84148 -2.99522 1.75906
3 C 0.34342 -2.14407 0.81764
4 C -0.79357 -2.10363 1.53687
5 C 0.37550 2.34195 -1.46305
6 C 1.16976 1.96073 -2.50639
7 H 1.84136 1.12421 -2.41102
8 H 1.29859 2.68704 -3.30918
9 H -1.90555 -3.85238 1.22904
10 H 1.79320 3.10169 -0.19478
11 H -0.69812 2.52749 -1.35113
12 H 0.32586 3.64557 0.12755
13 H 0.54329 -3.02139 0.20362
14 H -2.77001 -2.60180 1.76868
15 H -0.88158 -1.21785 2.16564
16 H 0.96429 -1.26564 0.79674

Properties
**2S+1**: 1
**SMILES**: C=CN.C=CN

Version B
# C4H10N2

An isolated molecule of C4H10N2 (ωB97M-V/def2-TZVPD, the OMol25 dataset).

Positions of all 16 atoms, in Å:
1 N -0.09256 1.17718 0.50940
2 N 1.05088 -0.75920 1.26885
3 C 0.09008 -0.32480 0.30073
4 C -1.18173 -1.13622 0.27660
5 C 0.79576 0.00044 -1.02445
6 C 0.12183 1.38351 -0.93206
7 H -1.81816 -0.92676 1.14397
8 H 0.76411 2.23217 -1.18984
9 H -1.00753 1.48973 0.82907
10 H -0.97955 -2.21285 0.26962
11 H -1.79289 -0.93561 -0.61091
12 H 0.66065 -0.80845 2.20716
13 H 1.81249 -0.08225 1.34087
14 H 0.49476 -0.60041 -1.88736
15 H -0.80793 1.44586 -1.51195
16 H 1.88980 0.05766 -0.98969

Properties
**2S+1**: 1
**SMILES**: C[C@@]1(N)CCN1

Version C
# C4H10N2

An isolated molecule of C4H10N2 (ωB97M-V/def2-TZVPD, the OMol25 dataset).

Positions of all 16 atoms, in Å:
1 N -0.74968 -1.24291 1.12342
2 N -0.61109 0.58689 -1.89270
3 C 0.40987 -0.57653 0.64767
4 C 0.24614 0.92032 0.49750
5 C -0.75707 1.29863 -0.61663
6 C 1.54196 -1.20793 0.33658
7 H -0.65489 2.36740 -0.76998
8 H 1.58362 -2.28485 0.31458
9 H -0.72793 -1.52666 2.09311
10 H -1.50975 -1.62897 0.61093
11 H 2.33632 -0.58149 -0.04356
12 H -0.13110 1.34626 1.42942
13 H 0.37546 0.53770 -2.11447
14 H -0.86058 -0.38178 -1.72627
15 H -1.71584 0.99814 -0.19040
16 H 1.22456 1.37577 0.30079

Properties
**2S+1**: 1
**SMILES**: C=C(N)CCN

What are the relative energies? In hartree: version A 0.1189; version B 0.0000; version C 0.0076.

Version A
# C4H10N2

An isolated molecule of C4H10N2 (ωB97M-V/def2-TZVPD, the OMol25 dataset).

Positions of all 16 atoms, in Å:
1 N -0.27668 -0.31632 -1.39355
2 N -1.52016 -0.01897 -1.65076
3 C 0.28511 -0.02577 -0.05115
4 C -0.74561 -0.02602 1.08028
5 C 1.35429 -1.08727 0.19466
6 C 0.88936 1.33222 -0.27300
7 H 1.95161 -1.21109 -0.70520
8 H 1.79325 1.38600 -0.85337
9 H -1.32502 -0.94889 1.07537
10 H 0.88737 -2.04060 0.43439
11 H 0.21124 2.16452 -0.38716
12 H 2.00141 -0.78784 1.01581
13 H -1.42076 0.82715 1.01142
14 H -0.22066 0.04444 2.02923
15 H -2.19042 0.20056 -0.91687
16 H -1.70836 0.37366 -2.56434

Properties
**2S+1**: 1

Version B
# C4H10N2

An isolated molecule of C4H10N2 (ωB97M-V/def2-TZVPD, the OMol25 dataset).

Positions of all 16 atoms, in Å:
1 N 2.27297 0.33679 -0.43082
2 N 1.26336 -1.54031 0.68576
3 C -0.31453 0.12861 -0.35853
4 C 1.12132 -0.49179 -0.06174
5 C -1.50983 -0.92006 -0.40162
6 C -0.64991 1.32122 0.60613
7 H -1.61806 -1.50897 0.50994
8 H -2.53907 -0.58942 -0.53518
9 H 0.26516 -2.17489 0.80954
10 H 0.07899 2.08756 0.72455
11 H -1.61876 1.79123 0.26960
12 H -0.20994 0.53155 -1.41462
13 H 2.30114 1.34521 -0.88560
14 H 3.26576 0.42787 0.10598
15 H -0.77179 0.90466 1.62666
16 H -1.33681 -1.64927 -1.25004

Properties
**2S+1**: 1
**SMILES**: [H]/N=C(/N)C(C)C

Version C
# C4H10N2

An isolated molecule of C4H10N2 (ωB97M-V/def2-TZVPD, the OMol25 dataset).

Positions of all 16 atoms, in Å:
1 N 2.01139 -0.14674 1.06174
2 N -2.88839 -0.05064 0.40993
3 C -0.59578 -0.67375 -0.35382
4 C -1.66167 0.20306 -0.22628
5 C 1.57829 0.63415 -0.08029
6 C 0.72488 -0.27470 -1.02766
7 H 0.99238 1.53036 0.15184
8 H 1.32465 -1.19329 -1.12734
9 H 2.88827 0.06320 1.44924
10 H -3.40651 0.71620 0.76869
11 H -0.58708 -1.65358 0.11090
12 H -3.21457 -0.90430 0.80514
13 H -1.65116 1.07994 -0.84364
14 H 1.37296 -0.72260 1.59828
15 H 0.64894 0.32454 -2.00062
16 H 2.46342 1.06816 -0.69610

Properties
**2S+1**: 1
**SMILES**: N/C=C/CCN

Version D
# C4H10N2

A cluster of 3 separate species, C4H10N2 in total (ωB97M-V/def2-TZVPD, the OMol25 dataset).

Positions of all 16 atoms, in Å:
1 N -1.50141 0.32124 1.56138
2 N -0.79871 -1.06722 -0.98451
3 C 0.28846 0.54120 -0.24833
4 C 0.11915 -2.17581 -1.15746
5 C 0.73074 2.13967 1.23006
6 C -0.64741 0.52392 0.74108
7 H 0.49694 -2.49187 -0.17728
8 H 0.94459 1.79265 2.23694
9 H 0.15820 1.22187 -1.07665
10 H -2.16304 -0.42167 1.33696
11 H 1.22029 0.01518 -0.10016
12 H 1.00291 -1.96550 -1.78864
13 H -0.37194 -3.05918 -1.59241
14 H 1.64381 2.42796 0.71646
15 H -0.01695 2.92750 1.19860
16 H -1.10566 -0.72996 -1.89604

Properties
**2S+1**: 1

What are the relative energies? In hartree: version A 0.0802; version B 0.0167; version C 0.0000; version D 0.1761.